[1]
16
Properties=species:S:1:pos:R:3:mulliken_spin:R:1 method="wB97M-V/def2-TZVPD" spin_multiplicity=2 e_lumo_ev="-6.51 / -10.19" s2=0.757 e_homo_ev="-14.5 / -14.5" e_above_lowest_kj_mol=174.2 total_charge=+1
O -0.7592 -0.6369 0.0930 0.659
O -0.9676 2.6340 2.1656 0.004
O -2.1154 0.1706 3.1082 0.004
O 1.4936 -3.4843 -3.7558 0.000
C 1.2099 0.1329 -1.0170 0.228
C -0.0991 0.2969 -0.1825 0.011
H -1.7845 2.2718 2.5282 0.000
H -1.2695 -0.2160 3.3811 0.000
H -0.7979 3.4205 2.6948 0.000
H -0.2702 1.3704 -0.2481 0.094
H 2.3502 -3.0527 -3.7983 0.000
H 0.9176 -0.0864 -2.0503 -0.006
H -2.2646 -0.2523 2.2580 0.000
H 1.6610 -0.7770 -0.6968 0.004
H 1.8536 0.9919 -0.7719 0.003
H 0.8422 -2.7832 -3.7081 0.000

***

[2]
16
Properties=species:S:1:pos:R:3:nbo_charge:R:1 method="wB97M-V/def2-TZVPD" e_lumo_ev=-4.28 e_homo_ev=-14.4 total_charge=+1
O 0.3175 -1.1338 -0.5417 -0.712
N 1.1468 0.9507 2.0192 -0.867
C -1.7766 0.1244 -0.5355 -0.639
C -1.0125 -1.0472 -1.1087 -0.065
B 1.3780 -0.5292 -1.1122 0.576
H -1.4933 -1.9940 -0.8664 0.205
H -0.9220 -0.9801 -2.1932 0.196
H -1.3302 1.0727 -0.8480 0.209
H 0.5173 1.0401 2.8196 0.459
H 1.0739 1.7832 1.4298 0.460
H 1.2513 0.4550 -1.7878 -0.105
H 0.8860 0.1225 1.4614 0.477
H -1.7919 0.0820 0.5587 0.190
H 2.4568 -0.9081 -0.7622 -0.094
H -2.8110 0.1143 -0.8803 0.250
H 2.1101 0.8477 2.3473 0.461

***

[3]
15
Properties=species:S:1:pos:R:3:nbo_charge:R:1 method="wB97M-V/def2-TZVPD" e_lumo_ev=-3.29 e_homo_ev=-14.6 e_above_lowest_kj_mol=98.4 total_charge=+1
N -1.6880 0.7217 1.7457 -1.128
N 0.1552 -0.1364 -0.6423 -0.519
C 1.2254 0.7745 -1.1802 -0.429
C 0.6042 -1.5061 -0.2880 -0.443
H -0.1278 -1.8325 0.4784 0.240
H -0.9833 1.1520 2.3355 0.380
H -0.2134 0.3707 0.1628 0.465
H -0.7018 -0.1832 -1.2438 0.441
H -2.3284 1.3631 1.3217 0.389
H 1.2209 0.5707 -2.2656 0.233
H 1.5118 -1.6289 0.2676 0.250
H 0.4582 -2.1576 -1.1693 0.243
H 2.1813 0.6215 -0.7084 0.247
H -2.1082 0.0480 2.3623 0.391
H 0.7940 1.8224 -1.1764 0.239

***

[4]
16
Properties=species:S:1:pos:R:3:nbo_charge:R:1 method="wB97M-V/def2-TZVPD" e_lumo_ev=-3.35 e_homo_ev=-13.0 e_above_lowest_kj_mol=98.8 total_charge=+1
O -0.7937 2.4948 0.2321 -1.010
N -1.5135 -0.9328 -0.0062 -0.883
N 1.2896 0.4660 -0.3289 -0.699
C -0.2967 -1.5736 -0.2927 -0.229
C 0.9223 -0.8908 0.3266 -0.228
H -0.8665 3.1951 -0.4257 0.514
H -0.0831 -1.6166 -1.3846 0.180
H -1.7875 0.0268 -0.1033 0.400
H -1.3045 2.5490 1.0454 0.515
H 2.2898 0.6179 -0.4299 0.439
H -0.1080 -2.5554 0.1504 0.249
H 1.8859 -1.3910 0.3701 0.226
H 0.8303 1.2840 0.0927 0.473
H 0.9324 0.4240 -1.2867 0.429
H 0.7488 -0.6980 1.4138 0.230
H -2.1457 -1.3995 0.6269 0.397

***

[5]
16
Properties=species:S:1:pos:R:3:nbo_charge:R:1 method="wB97M-V/def2-TZVPD" e_lumo_ev=-3.13 e_homo_ev=-14.3 e_above_lowest_kj_mol=126.2 total_charge=+1
O -0.0562 1.4241 0.0457 -0.773
N -1.9018 -0.1005 0.6606 -0.879
N 0.7100 -0.9940 -0.2081 -0.712
C -1.5033 1.1319 -0.0039 0.066
C 2.2300 -0.8168 -0.3483 -0.403
H 2.5230 -1.8475 -0.4152 0.221
H 0.1363 2.2807 0.2486 0.511
H 2.5082 -0.2225 -1.2151 0.237
H -2.0893 0.2325 1.6213 0.395
H 0.4986 -1.4485 0.7504 0.446
H -1.9704 2.0316 0.3938 0.184
H 0.2893 -0.0164 -0.2869 0.474
H 2.5280 -0.3301 0.5469 0.226
H -1.7263 1.0076 -1.0586 0.177
H -2.5967 -0.6168 0.1532 0.403
H 0.4207 -1.7153 -0.8845 0.426

***

[6]
16
Properties=species:S:1:pos:R:3:nbo_charge:R:1 method="wB97M-V/def2-TZVPD" e_lumo_ev=-3.19 e_homo_ev=-14.1 e_above_lowest_kj_mol=125.4 total_charge=+1
O -0.8415 -0.7396 1.1062 -0.756
N 1.2446 0.8019 0.5781 -0.709
N -1.4776 0.7044 -0.7045 -0.876
C -1.6801 -0.5881 -0.0011 0.072
C 1.9632 -0.1413 -0.4313 -0.433
H -1.9085 0.5158 -1.6047 0.401
H 2.4106 -0.9440 0.1911 0.232
H -2.7585 -0.8228 0.2555 0.169
H 0.2161 0.7748 0.4865 0.480
H -0.8187 -1.6349 1.3628 0.501
H 1.5837 1.7507 0.3010 0.440
H 2.8173 0.4315 -0.9097 0.243
H -1.9238 1.4254 -0.2022 0.378
H 1.4941 0.5138 1.5266 0.442
H -1.5167 -1.4657 -0.7631 0.159
H 1.1960 -0.5820 -1.1912 0.256

***

[7]
17
Properties=species:S:1:pos:R:3:nbo_charge:R:1 method="wB97M-V/def2-TZVPD" e_lumo_ev=-3.32 e_homo_ev=-13.4 e_above_lowest_kj_mol=156.4 total_charge=+1
O 0.1016 2.6518 -0.4791 -0.973
O 3.3807 -2.8742 -0.0510 -0.948
N -1.4066 -0.0480 1.8065 -0.818
N 0.1108 -0.1080 -0.6708 -0.700
C -1.9817 -0.0304 0.5613 0.066
C -1.3472 0.0335 -0.6163 -0.226
H -1.8590 0.1655 -1.5577 0.244
H 3.6691 -2.6778 -0.9461 0.473
H -3.0648 -0.1306 0.5251 0.231
H 0.3590 -0.4585 -1.6010 0.444
H 0.5908 0.7984 -0.5582 0.471
H -0.5214 0.3851 2.0072 0.404
H -0.8522 2.5500 -0.6069 0.483
H 0.2084 3.5663 -0.7915 0.507
H 3.9064 -2.3194 0.5401 0.476
H -1.7988 -0.7091 2.4673 0.421
H 0.5050 -0.7946 -0.0289 0.444

***

[8]
16
Properties=species:S:1:pos:R:3:nbo_charge:R:1 method="wB97M-V/def2-TZVPD" e_lumo_ev=0.66 e_homo_ev=-7.0 e_above_lowest_kj_mol=445.8 total_charge=0
N 0.9795 0.7187 1.1190 -0.681
N 1.4284 0.9335 -0.1004 -0.230
N -1.0222 -0.6281 0.0443 -0.791
C -2.3599 -0.0755 0.2643 -0.412
C 2.2611 -0.1966 -0.5407 -0.441
H -2.8731 -0.5768 1.0878 0.200
H 1.8460 -1.1766 -0.2674 0.162
H 2.4009 -0.1400 -1.6205 0.198
H -2.2601 0.9813 0.5081 0.214
H -1.0112 -1.6082 -0.2043 0.393
H 0.6389 1.6244 1.4559 0.311
H 0.4047 0.7563 -1.0780 -0.051
H -0.3693 0.0413 -0.8056 0.282
H 3.2269 -0.0994 -0.0404 0.207
H -2.9623 -0.1620 -0.6412 0.202
H -0.3284 -0.3923 0.8191 0.436

***

Number 1: total energy -382.75221 a.u.. Number 2: total energy -237.39506 a.u.. Number 3: total energy -192.04921 a.u.. Number 4: total energy -267.28705 a.u.. Number 5: total energy -267.27664 a.u.. Number 6: total energy -267.27694 a.u.. Number 7: total energy -342.52886 a.u.. Number 8: total energy -246.88052 a.u..